Formula: C30H41F5O8P
Source: the Open Molecules 2025 dataset
Level of theory: ωB97M-V/def2-TZVPD

Positions of all 85 atoms, in Å:
P: -0.197318 2.490436 -2.165462
F: -5.100768 4.467563 -1.549085
F: -6.076996 5.584981 0.381657
F: -4.123678 6.048664 1.109066
F: -5.137960 4.283107 1.766965
F: -4.430541 2.931463 -0.219824
O: 0.776029 -9.517316 4.697851
O: 0.715746 -4.352245 3.535405
O: -0.922322 1.727498 -3.597497
O: 1.494931 2.188720 0.067661
O: -2.721341 -3.065451 -2.373574
O: -1.509583 1.860030 -1.185754
O: 2.759766 -2.726785 6.725930
O: 5.158575 -2.204531 2.033569
C: -4.900417 5.070686 0.726705
C: 2.834188 2.583581 0.008848
C: 0.334194 -7.851041 3.094369
C: 1.403045 2.803069 -3.237187
C: -2.872027 -1.396284 -4.143749
C: -3.233802 -3.394699 -1.101368
C: 3.133125 -2.253675 3.227609
C: 2.134137 5.209862 -2.761997
C: 3.747053 1.454458 -0.433182
C: 3.308284 -2.604249 5.647525
C: 2.529768 -2.385031 4.406865
C: 1.170359 -7.314680 5.428558
C: 4.786321 -2.671433 5.529614
C: 4.608725 -2.321447 3.106675
C: -1.899333 0.595114 -1.633565
C: 1.683268 4.229699 -3.587726
C: 0.566389 3.117608 -0.496346
C: 5.389577 -2.538803 4.352075
C: -2.585812 4.118434 -2.247143
C: -3.586855 -2.122918 -2.994082
C: -4.328981 4.240719 -0.466801
C: 1.156527 -6.016810 5.136601
C: 3.640700 0.216684 0.476194
C: -1.536185 0.536902 -3.186673
C: -1.084580 4.102644 -2.593476
C: -2.816846 0.143213 -3.938931
C: -2.865512 4.567049 -0.811480
C: 0.320139 -6.553390 2.801187
C: 0.729107 -5.535176 3.799444
C: 0.761176 -8.333981 4.430837
H: -2.599035 -4.132202 -0.614846
H: 6.466034 -2.584015 4.243433
H: 1.457713 -2.338889 4.514549
H: -1.053659 4.258047 -3.671823
H: 1.489026 4.510716 -4.626426
H: -1.871500 -1.821870 -4.199403
H: -4.252583 -3.795802 -1.157210
H: 1.273766 2.239269 -4.159886
H: 3.497250 1.098685 -1.435753
H: -0.582713 4.970910 -2.161331
H: -3.386074 -1.559555 -5.091224
H: 1.477709 -7.686988 6.397538
H: -1.397127 -0.271367 -1.177264
H: -3.017028 4.888507 -2.897526
H: -2.856364 0.605910 -4.927632
H: 4.778003 1.810077 -0.507929
H: 3.069843 5.193019 -2.213219
H: -3.730805 0.439830 -3.421526
H: 0.013060 -6.180585 1.832116
H: 3.899679 0.492196 1.498046
H: 1.504207 6.089173 -2.630113
H: 3.198918 2.901356 1.004224
H: 2.630773 -0.178778 0.374063
H: -0.276621 3.149258 0.194721
H: -3.221746 -2.488876 -0.483767
H: -2.674513 5.632864 -0.721593
H: 2.993749 3.443736 -0.646151
H: -0.751304 -0.220668 -3.288645
H: 4.316943 -0.531542 0.067111
H: 2.286082 2.387907 -2.737488
H: 1.451986 -5.257289 5.851398
H: -4.448576 -2.681444 -3.382743
H: -2.285135 3.966042 -0.112624
H: -3.082127 3.195494 -2.525519
H: 2.581824 -2.093024 2.309814
H: -2.972968 0.582068 -1.418715
H: -3.920620 -1.370579 -2.275392
H: 0.458623 1.222986 -1.846282
H: 0.949720 4.145351 -0.550260
H: 5.336497 -2.832766 6.448416
H: 0.038824 -8.609398 2.380550

Atoms 1-3, force components in eV/Å:
P 1.5 -0.8 0.8
F -0.8 0.4 -0.3
F -0.7 0.6 -0.2

Properties
Net charge = -1
Frontier orbital gap = 0.141 Eh
ΔE to the lowest compared entry with this formula, charge and spin = 0.0 kJ/mol
2S+1 = 1
Electronic energy = -71025.950 eV
HOMO = -4.20 eV